The following is a quantum chemistry calculation of a single C5H8O3 molecule in a non-equilibrium geometry, from the OMol25 dataset.

Each atom is followed by the atoms it is bonded to, with distances in Å.
CARTESIAN COORDINATES (ANGSTROEM)
1 C 0.668 1.547 -0.589  C2 1.509, H9 1.098, H10 1.095, H11 1.106
2 C 0.087 0.309 0.049  C1 1.509, C3 1.554, O5 1.431, O8 1.417
3 C 1.124 -0.522 0.854  C2 1.554, O4 1.407, H12 1.085, H13 1.083
4 O 2.129 -1.013 0.001  C3 1.407, H14 0.965
5 O -0.445 -0.511 -0.996  C2 1.431, C6 1.371
6 C -1.688 -0.925 -0.590  O5 1.371, C7 1.320, H15 1.090
7 C -2.005 -0.282 0.519  C6 1.320, O8 1.381, H16 1.083
8 O -1.025 0.625 0.870  C2 1.417, C7 1.381
9 H -0.051 1.913 -1.332  C1 1.098
10 H 1.618 1.336 -1.092  C1 1.095
11 H 0.827 2.373 0.129  C1 1.106
12 H 0.610 -1.331 1.362  C3 1.085
13 H 1.620 0.091 1.596  C3 1.083
14 H 1.694 -1.610 -0.621  O4 0.965
15 H -2.233 -1.613 -1.236  C6 1.090
16 H -2.930 -0.387 1.074  C7 1.083

Results
Spin multiplicity: 1
Structure (SMILES): CC1(CO)OC=CO1
ΔE to the lowest compared entry with this formula, charge and spin: 164.1 kJ/mol
Orbital gap: 9.1 eV

Here are the Löwdin charges for atoms 1 to 5, given in e: 0.0238 -0.5150 -0.1603 -0.0405 -0.0240